(1)
ORCA calculation (wB97M-V/def2-TZVPD) on C17H36BBr2N5OP2SiTa as an isolated structure in a non-equilibrium geometry.

Last column: Mulliken charge in e.
Geometry (Å):
Ta1 0.0729 0.1097 -0.4034  -2.101
Br1 1.3973 2.6785 -1.0297  0.156
C1 3.1062 2.0780 -1.7742  -0.669
Br2 3.1969 0.1665 -1.6700  0.070
H1 3.8923 2.5222 -1.1763  0.509
H2 3.1342 2.3900 -2.8109  0.535
C2 -3.6800 0.9188 -1.7361  -1.557
P1 -2.0027 1.5891 -1.5322  1.054
C3 -1.6448 2.3039 -3.1573  -1.320
C4 -2.2499 3.0343 -0.4400  -1.076
C5 -2.4585 2.5808 1.0045  -1.087
P2 -1.0560 1.5717 1.6023  0.950
C6 0.0826 2.8087 2.2819  -1.112
C7 -1.7253 0.6714 3.0268  -1.359
H3 -4.2529 1.6560 -2.3012  0.503
H4 -4.1768 0.7441 -0.7843  0.448
H5 -3.6539 -0.0147 -2.2990  0.416
H6 -2.3251 3.1405 -3.3224  0.544
H7 -1.8139 1.5517 -3.9298  0.457
H8 -0.6174 2.6539 -3.2347  0.295
H9 -3.1166 3.5978 -0.7920  0.644
H10 -1.3825 3.6941 -0.5353  0.390
H11 -3.3734 1.9892 1.0933  0.518
H12 -2.5742 3.4409 1.6671  0.594
H13 -0.3968 3.2633 3.1503  0.568
H14 0.2927 3.5866 1.5487  0.387
H15 1.0208 2.3519 2.5878  -0.017
H16 -1.9085 1.3874 3.8295  0.504
H17 -1.0218 -0.0804 3.3786  0.244
H18 -2.6615 0.1844 2.7649  0.452
N1 -2.1997 -3.4921 0.4472  -0.035
C8 -3.2366 -2.6280 0.7382  -1.255
C9 -2.7456 -1.3827 0.5537  -0.531
N2 -1.4180 -1.4824 0.1520  0.628
C10 -1.1282 -2.7794 0.1003  0.512
C11 0.1759 -3.1861 -0.3388  -0.201
N3 1.0094 -2.2541 -0.7550  0.564
C12 2.1433 -2.9088 -1.1621  -0.726
C13 1.9742 -4.2511 -0.9852  -0.874
N4 0.7234 -4.4086 -0.4580  -0.064
H19 -2.2731 -4.5000 0.4721  0.202
H20 -4.2108 -2.9740 1.0400  0.423
H21 -3.2432 -0.4388 0.6628  0.615
H22 2.9964 -2.4108 -1.5856  0.501
H23 2.6343 -5.0790 -1.1835  0.429
H24 0.3124 -5.3002 -0.2206  0.187
B1 0.0182 -0.9276 -4.9219  0.538
C14 0.0532 -0.5434 -3.4840  0.184
N5 0.0340 -0.2555 -2.3380  -0.269
H25 -1.1670 -1.0752 -5.1563  0.007
H26 0.4359 0.0082 -5.5726  0.020
H27 0.7035 -1.9113 -5.0676  -0.034
C15 3.3719 -1.8424 1.7505  -1.037
Si1 2.5575 -0.2273 2.1237  0.501
C16 3.7606 1.1718 1.9866  -0.984
C17 1.7289 -0.3116 3.7774  -1.068
O1 1.3160 0.0560 0.9438  1.558
H28 4.0970 -2.0367 2.5472  0.465
H29 3.9226 -1.8312 0.8087  0.310
H30 2.6686 -2.6785 1.7412  0.255
H31 4.4910 1.0631 2.7943  0.454
H32 3.3153 2.1636 2.0901  0.354
H33 4.3221 1.1276 1.0510  0.284
H34 2.5083 -0.5018 4.5219  0.456
H35 1.0252 -1.1462 3.8383  0.314
H36 1.2196 0.6042 4.0811  0.378

Computed properties:
2S+1: 1
HOMO level in eV: -17.6890
Kohn-Sham gap in hartree: 0.2521
Energy in eV: -196458.719
E_LUMO in eV: -10.8
Total charge: +3
Energy above the lowest of the compared OMol25 structures with the same formula, charge and spin in kcal per mole: 31.8

(2)
ORCA calculation (wB97M-V/def2-TZVPD) on a 4-piece molecular cluster, C17H36Br6FN2O overall in a non-equilibrium geometry.

Last column: Mulliken charge in e.
Geometry (Å):
C1 3.5217 -1.0367 3.1191  -1.208
C2 2.0375 -0.6220 2.7854  0.274
F1 1.3487 -1.8047 2.5260  -0.271
N1 1.9583 0.3228 1.6354  -0.035
C3 2.6031 -0.3041 0.4172  0.189
C4 2.2636 0.4313 -0.9334  -0.822
O1 0.9134 0.8884 -1.0448  -0.304
C5 0.6996 1.7351 0.0793  -1.383
C6 0.5399 0.7860 1.3390  0.168
C7 -0.0795 1.6625 2.4843  -0.915
C8 -1.6632 1.6514 2.5658  -0.815
C9 -2.4087 1.0560 1.3248  0.132
C10 -2.6879 -0.4995 1.3655  -0.942
C11 -2.0016 -1.2932 2.5285  -0.131
N2 -1.9511 -2.7171 2.1422  -0.689
H1 3.6140 -1.4282 4.1522  0.366
H2 3.8543 -1.8200 2.3991  0.302
H3 4.2149 -0.1652 2.9778  0.352
H4 1.6127 -0.2155 3.7257  0.295
H5 2.5595 1.1249 1.8764  0.605
H6 3.7196 -0.3096 0.5004  0.474
H7 2.3111 -1.3753 0.2939  -0.226
H8 2.9389 1.3157 -1.0702  0.327
H9 2.4456 -0.2821 -1.7700  0.425
H10 1.5962 2.4107 0.1990  0.455
H11 -0.1888 2.3937 -0.0073  0.603
H12 -0.0231 -0.1374 1.0872  0.461
H13 0.2369 2.7207 2.2746  0.370
H14 0.3114 1.4386 3.5056  0.224
H15 -1.9805 2.7243 2.6426  0.454
H16 -1.9654 1.1968 3.5389  0.354
H17 -1.9360 1.2858 0.3442  -0.259
H18 -3.4110 1.5552 1.2912  0.534
H19 -2.3362 -0.9534 0.3979  0.230
H20 -3.7800 -0.6984 1.4147  0.430
H21 -0.9759 -0.9371 2.8010  0.096
H22 -2.6383 -1.1619 3.4433  0.384
H23 -1.3553 -2.7458 1.3069  0.155
H24 -1.4516 -3.2637 2.8473  0.273
Br1 -1.6510 -0.7579 -4.5179  -0.071
C12 -0.2553 0.5539 -4.1707  0.002
C13 0.4526 0.9566 -5.4377  -0.595
Br2 1.7016 -0.4209 -6.0183  -0.160
H25 0.4093 0.1196 -3.4298  0.062
H26 -0.7726 1.4068 -3.7333  -0.047
H27 1.0636 1.8431 -5.2690  0.383
H28 -0.2258 1.1408 -6.2672  0.392
Br3 -2.7897 2.8188 -5.1977  -0.092
C14 -3.7677 4.0233 -4.0211  -0.573
C15 -3.2356 3.9507 -2.6137  -0.665
Br4 -3.8365 2.3284 -1.7164  -0.080
H29 -4.8190 3.7583 -4.0981  0.371
H30 -3.6173 5.0191 -4.4371  0.363
H31 -3.6240 4.7728 -2.0132  0.430
H32 -2.1491 3.9546 -2.5679  0.319
Br5 0.3587 -3.4605 -0.6441  -0.133
C16 1.1304 -5.0505 0.1780  -0.553
C17 2.4628 -4.7473 0.8125  -0.245
Br6 3.8702 -4.5732 -0.5230  -0.117
H33 1.1836 -5.8102 -0.5975  0.419
H34 0.4100 -5.3598 0.9352  0.336
H35 2.7763 -5.5703 1.4540  0.436
H36 2.4582 -3.8252 1.3875  -0.112

Computed properties:
2S+1: 1
HOMO level in eV: -11.6213
Kohn-Sham gap in hartree: 0.3222
Energy in eV: -446205.879
E_LUMO in eV: -2.9
Total charge: +1

(3)
ORCA calculation (wB97M-V/def2-TZVPD) on C17H36ClNO13 as an isolated structure in a non-equilibrium geometry.

Last column: Mulliken charge in e.
Geometry (Å):
C1 6.0906 18.7294 13.0437  -1.432
C2 4.6484 18.5872 12.5644  -0.322
C3 4.3896 17.2552 11.8728  -0.602
N1 2.8863 17.0357 11.4166  0.333
C4 2.0161 16.9027 12.6620  -0.937
C5 2.4199 18.1369 10.4952  -0.840
C6 1.3266 17.6101 9.5315  -0.842
C7 1.5200 16.0556 9.5926  -0.580
C8 2.8275 15.8875 10.4020  -0.335
H1 6.1403 19.5701 13.7357  0.402
H2 6.7282 18.7871 12.1616  0.368
H3 6.4569 17.8422 13.5603  0.335
H4 4.4047 19.5002 12.0212  0.327
H5 3.9876 18.5886 13.4313  0.334
H6 4.4693 16.4061 12.5517  0.421
H7 5.1150 17.1614 11.0646  0.416
H8 1.9529 17.7421 13.3545  0.383
H9 2.3801 15.9601 13.0707  0.349
H10 1.0414 16.7126 12.2126  0.517
H11 2.0612 18.9461 11.1313  0.561
H12 3.2604 18.5525 9.9394  0.532
H13 0.3451 17.8550 9.9375  0.329
H14 1.4199 18.0509 8.5390  0.332
H15 0.7573 15.4026 10.0168  0.084
H16 1.6223 15.6746 8.5765  0.554
H17 2.8578 14.9442 10.9473  -0.772
H18 3.6689 16.0281 9.7235  0.684
Cl1 2.0418 14.5467 13.4614  1.437
O1 1.4668 14.5382 12.1655  0.121
O2 3.4588 14.4349 13.2660  -0.533
O3 1.7797 15.7127 14.2873  -0.755
O4 1.5684 13.4287 14.2629  -0.625
C9 -4.0510 12.5458 13.1687  -0.531
O5 -3.4710 13.1429 14.3076  -0.378
C10 -2.0915 13.3311 14.4461  0.819
O6 -1.5326 13.4593 15.5749  -0.625
O7 -1.4624 13.4212 13.3195  -0.325
C11 -0.0993 13.7279 13.3181  -3.447
H19 -3.8016 11.5019 12.9781  0.192
H20 -3.5299 13.0522 12.3563  0.273
H21 -5.1321 12.6708 13.1079  0.311
H22 0.3270 14.0457 12.3666  1.552
H23 0.4796 12.8274 13.5234  1.205
H24 0.1806 14.5504 13.9763  1.001
C12 3.6622 14.0102 11.1399  0.535
O8 4.8954 13.2219 11.2703  -0.504
C13 4.8504 11.8592 11.4069  0.771
O9 3.8396 11.2209 11.5299  -0.413
O10 6.1328 11.5100 11.4332  -0.361
C14 6.4485 10.1352 11.6309  -0.709
H25 3.1031 13.7344 10.2458  0.612
H26 3.8833 15.0734 11.0459  0.001
H27 3.0713 13.9493 12.0538  -2.217
H28 6.8783 10.0714 12.6305  0.264
H29 7.2195 9.8097 10.9326  0.258
H30 5.6128 9.4478 11.4999  0.350
C15 2.5184 12.2985 12.1380  -2.002
O11 1.6335 11.4162 12.7528  -0.388
C16 0.3350 11.4132 12.3055  0.491
O12 -0.1075 11.9671 11.3194  -0.625
O13 -0.3822 10.5574 13.1724  -0.292
C17 -1.7101 10.1881 12.7723  -0.654
H31 3.3843 12.3044 12.8000  0.829
H32 2.1994 13.3178 11.9203  2.213
H33 2.9231 12.0055 11.1692  0.723
H34 -1.7474 9.3855 12.0358  0.354
H35 -2.2387 11.0728 12.4172  0.096
H36 -2.2450 9.8804 13.6708  0.375

Computed properties:
2S+1: 1
HOMO level in eV: -6.8210
Kohn-Sham gap in hartree: 0.2552
Energy in eV: -58804.146
E_LUMO in eV: 0.1
Total charge: 0

The lowest HOMO level belongs to which entry? C17H36BBr2N5OP2SiTa

Which of these has the highest HOMO level? C17H36ClNO13